1.
Density functional theory data (ωB97M-V with the def2-TZVPD basis set) for a 2-piece molecular cluster, C4H14N overall.

Geometry (Å):
C1 -4.8176 0.0745 -1.7992
C2 -4.6312 1.1968 -2.8125
H1 -5.0878 0.5186 -0.8447
H2 -5.5949 -0.6282 -2.0813
H3 -3.9444 -0.5751 -1.6941
H4 -4.4091 0.8409 -3.8160
H5 -3.8625 1.9034 -2.5077
H6 -5.5937 1.6983 -2.9309
C3 2.3947 -1.0599 1.3396
C4 3.8123 -0.9267 1.8018
N1 4.2170 0.5533 1.8898
H7 2.1198 -2.1144 1.3130
H8 2.1545 -0.7334 0.3275
H9 1.7216 -0.6449 2.0874
H10 4.6300 -1.4394 1.3064
H11 3.8542 -1.2916 2.8305
H12 3.5086 1.2075 2.2098
H13 5.0508 0.6912 2.4582
H14 4.4776 0.7291 0.9223

## Properties
Molar mass (Da): 76.2
Energy above the lowest of the compared OMol25 structures with the same formula, charge and spin (kcal/mol): 16.5
LUMO energy (eV): -3.922
Charge: +1
E_tot (eV): -5858.139

2.
Density functional theory data (ωB97M-V with the def2-TZVPD basis set) for one molecule with the formula C4H10N2.

Geometry (Å):
C1 -0.4891 1.4583 -0.0145
C2 0.1170 0.1725 0.2362
C3 0.4271 -0.2379 1.6292
C4 -0.8946 -0.9392 -0.2968
N1 1.3565 0.3638 -0.4370
N2 1.4019 0.0233 -1.6769
H1 -0.5545 1.6723 -1.0811
H2 -0.1789 2.3344 0.5695
H3 1.1468 0.4257 2.0772
H4 0.6815 -1.3385 1.8971
H5 -0.4846 -0.0855 2.3030
H6 -0.8779 -1.0960 -1.4067
H7 -1.8838 -0.4881 0.0618
H8 -0.8834 -1.8190 0.3511
H9 1.8732 0.6589 -2.2244
H10 0.5339 -0.3765 -2.1825

## Properties
Molar mass (Da): 86.1
Energy above the lowest of the compared OMol25 structures with the same formula, charge and spin (kcal/mol): 110.4
LUMO energy (alpha / beta) (eV): 0.492 / 0.906
E_tot (eV): -7285.834

3.
Density functional theory data (ωB97M-V with the def2-TZVPD basis set) for one molecule with the formula C3H6OS3.

Geometry (Å):
C1 -2.1560 0.8695 1.2432
C2 -2.4245 -0.9570 -0.8566
C3 3.1783 0.3833 0.2429
O1 0.4160 0.6812 -0.2059
S1 -0.7484 1.5718 0.9462
S2 -3.1436 -0.3954 0.8000
S3 1.4623 -0.2724 0.5836
H1 -3.1921 -1.7492 -1.1374
H2 -1.4568 -1.4076 -0.5772
H3 -2.3940 -0.2080 -1.6290
H4 3.7367 -0.4612 -0.1825
H5 3.6532 0.7056 1.1536
H6 3.0689 1.2393 -0.3808

## Properties
Molar mass (Da): 154.3
Energy above the lowest of the compared OMol25 structures with the same formula, charge and spin (kcal/mol): 45.1
LUMO energy (eV): -0.192
E_tot (eV): -37758.200

4.
Density functional theory data (ωB97M-V with the def2-TZVPD basis set) for C3H4N4O as an isolated structure.

Geometry (Å):
C1 1.4739 -0.0374 0.4892
C2 0.9789 1.3090 0.1231
C3 -0.0056 -0.3032 0.6182
H1 2.8172 -0.9169 -0.9091
H2 2.1944 -0.2538 1.4605
H3 1.5198 1.5817 -0.8392
H4 1.4024 2.0895 0.9005
N1 -0.3777 0.8191 -0.1444
N2 -1.7498 0.8060 -0.4144
N3 -1.9619 -0.5031 -0.2341
N4 -1.0099 -1.1880 0.5582
O1 1.6347 -0.9812 -0.7942

## Properties
Molar mass (Da): 112.1
Energy above the lowest of the compared OMol25 structures with the same formula, charge and spin (kcal/mol): 169.4
LUMO energy (eV): 0.104
E_tot (eV): -11176.625

5.
Density functional theory data (ωB97M-V with the def2-TZVPD basis set) for an isolated ion of composition C9H18N3 and charge +1.

Geometry (Å):
C1 2.6306 -1.2256 1.9927
N1 1.9484 -0.9943 0.9614
C2 1.8833 0.1735 0.2853
C3 3.1583 0.8089 -0.2254
C4 0.6817 0.5982 -0.2104
C5 0.3536 1.7379 -1.0708
C6 -0.7090 -0.0602 0.1144
N2 -1.2604 0.7533 1.0555
C7 -2.5999 0.8059 1.6172
N3 -1.2646 -0.9887 -0.6700
C8 -0.5529 -1.3134 -1.8981
C9 -2.6151 -1.3798 -0.5536
H1 2.5555 -2.3237 2.1406
H2 3.2481 -0.4190 2.6270
H3 3.2357 1.9291 -0.2092
H4 3.5660 0.3112 -1.0755
H5 3.8665 0.4413 0.6146
H6 0.3338 2.7604 -0.5560
H7 -0.6944 1.6118 -1.5585
H8 0.9292 1.7183 -2.0301
H9 -0.5330 1.2089 1.6719
H10 -3.2574 1.0163 0.7475
H11 -2.6213 1.6809 2.2438
H12 -2.6194 -0.0826 2.2191
H13 -0.5105 -0.5434 -2.6448
H14 0.4508 -1.4135 -1.5495
H15 -0.8552 -2.2503 -2.3417
H16 -3.1905 -0.6061 -1.0385
H17 -2.7140 -2.3242 -1.1724
H18 -2.8439 -1.6309 0.5137

## Properties
Molar mass (Da): 168.3
Energy above the lowest of the compared OMol25 structures with the same formula, charge and spin (kcal/mol): 55.7
LUMO energy (eV): -2.667
Charge: +1
SMILES string: C=N/C(C)=C(C)\C(=[NH+]\C)N(C)C
E_tot (eV): -14086.083

6.
Density functional theory data (ωB97M-V with the def2-TZVPD basis set) for a 13-piece molecular cluster, C38H110N8O16 overall.

Geometry (Å):
C1 18.2183 18.5469 9.1424
C2 18.5273 17.2717 9.9010
C3 17.9938 15.9984 9.1608
O1 16.5707 16.0226 9.3302
C4 15.8463 15.0209 8.6945
N1 19.9336 17.0957 10.0506
H1 18.5602 19.4318 9.6792
H2 17.1746 18.7120 8.8750
H3 18.7418 18.5698 8.1867
H4 17.9676 17.2677 10.8363
H5 18.3419 15.0781 9.6300
H6 18.3182 15.8107 8.1373
H7 15.7693 14.1450 9.3386
H8 16.3096 14.6754 7.7704
H9 14.8056 15.2286 8.4458
H10 20.2712 17.8016 10.6892
H11 20.1396 16.2827 10.6132
C5 19.1504 10.4545 9.8251
C6 19.8190 10.1101 8.5238
C7 20.9606 11.0906 8.1784
O2 22.0415 11.0935 9.2119
C8 23.1780 11.9419 8.9028
N2 20.3266 8.7901 8.6960
H12 18.6824 11.4232 9.6498
H13 19.8084 10.5564 10.6880
H14 18.3966 9.7270 10.1262
H15 19.0384 10.0470 7.7657
H16 20.6370 12.1297 8.1197
H17 21.2721 10.8195 7.1697
H18 22.9407 12.9899 8.7194
H19 23.8020 11.5427 8.1032
H20 23.8501 12.0829 9.7492
H21 21.2457 9.0695 9.0078
H22 20.5326 8.4650 7.7622
C9 20.1330 9.7574 20.7237
C10 19.4946 10.6474 19.6175
C11 18.3824 9.9763 18.7376
O3 18.1930 10.8530 17.6246
C12 17.5536 10.2710 16.5217
N3 19.0118 11.8310 20.2935
H23 19.3333 9.1760 21.1826
H24 20.6424 10.3160 21.5090
H25 20.9185 9.1070 20.3389
H26 20.2759 10.9904 18.9393
H27 17.4122 9.8837 19.2258
H28 18.7515 9.0017 18.4182
H29 17.4307 11.0736 15.7945
H30 16.6056 9.8643 16.8740
H31 18.1758 9.4655 16.1317
H32 18.6596 12.4106 19.5452
H33 18.1669 11.7494 20.8408
C13 11.3675 9.5595 15.8274
C14 12.6927 8.9878 15.3321
C15 12.7512 9.0662 13.7298
O4 13.6770 8.2410 12.9604
C16 15.0446 8.4651 13.1257
N4 13.8478 9.6322 15.9876
H34 10.4917 8.9351 15.6503
H35 11.2363 10.5654 15.4288
H36 11.3006 9.5848 16.9150
H37 12.6944 7.9235 15.5676
H38 12.9050 10.0797 13.3593
H39 11.7582 8.7720 13.3900
H40 15.3084 8.1557 14.1370
H41 15.2572 9.5029 12.8693
H42 15.5295 7.7506 12.4605
H43 14.6000 8.9929 15.7737
H44 13.6127 9.3920 16.9400
C17 24.3407 16.3447 9.9417
C18 23.3280 16.7331 11.0976
C19 22.4952 15.5641 11.5969
O5 21.9462 14.7946 10.4950
C20 21.0744 13.7449 10.9162
N5 24.1070 17.4465 12.0961
H45 23.8590 16.0066 9.0242
H46 24.7895 15.4235 10.3133
H47 25.0063 17.1636 9.6688
H48 22.6364 17.4314 10.6263
H49 21.7972 16.0017 12.3105
H50 23.1984 14.9800 12.1906
H51 20.7693 13.2475 9.9956
H52 20.1968 14.1604 11.4115
H53 21.5297 13.0836 11.6534
H54 24.3268 18.3762 11.7683
H55 23.5695 17.7159 12.9076
C21 13.1211 10.9470 9.2630
C22 13.9326 10.5184 10.4900
C23 15.3644 9.9262 10.0961
O6 15.0823 8.6019 9.5685
C24 16.2255 7.9653 8.9233
N6 14.1141 11.7706 11.2610
H56 13.5303 11.7091 8.5998
H57 12.1854 11.4457 9.5158
H58 12.9262 10.1284 8.5701
H59 13.3640 9.7900 11.0682
H60 16.0308 9.9339 10.9586
H61 15.7169 10.6760 9.3878
H62 15.7680 7.0910 8.4604
H63 16.9138 7.5611 9.6656
H64 16.7901 8.5570 8.2027
H65 14.1497 11.4360 12.2132
H66 13.3360 12.4139 11.2887
C25 14.4768 20.2905 14.9558
C26 15.8463 19.6526 14.7804
C27 16.1112 18.9252 13.3623
O7 15.0774 17.9566 13.1209
C28 15.3735 17.0673 12.0139
N7 16.7936 20.6918 14.9470
H67 13.6598 19.6220 14.6843
H68 14.3103 21.1768 14.3436
H69 14.2760 20.5325 15.9994
H70 16.0186 18.8710 15.5203
H71 17.0831 18.4323 13.3820
H72 16.1126 19.5683 12.4822
H73 15.5770 17.6037 11.0871
H74 14.5647 16.3405 11.9386
H75 16.2214 16.4126 12.2150
H76 16.3891 21.2729 15.6673
H77 17.5422 20.1452 15.3482
C29 12.7356 14.8495 10.3656
C30 11.7939 14.7904 11.5848
C31 10.2770 15.1371 11.1160
O8 10.2863 16.4184 10.4694
C32 9.0236 16.7036 9.9300
N8 11.8126 13.4470 12.1871
H78 12.4847 14.1387 9.5782
H79 13.7364 14.6917 10.7675
H80 12.8074 15.8659 9.9785
H81 12.1624 15.5527 12.2713
H82 9.5535 15.0703 11.9285
H83 9.9698 14.3750 10.3999
H84 8.3354 16.8801 10.7567
H85 8.5887 15.8718 9.3758
H86 8.9509 17.5589 9.2582
H87 10.9244 13.1579 12.5713
H88 12.4057 13.5445 12.9987
O9 13.8286 14.1002 13.9801
H89 14.6450 14.4312 13.6056
H90 13.6133 14.7229 14.6744
O10 14.8260 11.6967 14.2319
H91 14.2651 12.4663 14.1355
H92 14.5874 11.3311 15.0837
C33 16.7305 15.4778 15.6898
C34 17.9645 16.0424 14.8847
O11 19.1875 15.6650 15.4802
O12 16.5366 16.4752 16.6059
H93 16.9960 14.5786 16.2457
H94 15.8515 15.3726 15.0540
H95 17.9170 17.1309 14.9148
H96 17.9278 15.7475 13.8360
H97 19.1673 15.9788 16.3872
H98 17.0647 16.3879 17.4029
C35 20.4530 10.2552 14.1907
C36 20.8595 8.7632 13.8161
O13 21.1543 8.5618 12.4752
O14 21.5240 11.1099 13.8670
H99 20.2067 10.4439 15.2356
H100 19.5398 10.5806 13.6924
H101 20.2360 7.9898 14.2647
H102 21.8070 8.5287 14.3012
H103 22.0524 8.8706 12.3352
H104 21.4517 11.9715 14.2841
C37 17.3795 13.6102 11.8783
C38 17.9722 12.7422 13.0214
O15 17.2943 11.5089 13.0149
O16 15.9559 13.8643 12.0562
H105 17.5487 13.1026 10.9287
H106 17.9678 14.5180 11.7449
H107 17.8047 13.2248 13.9843
H108 19.0233 12.4769 12.9078
H109 16.4380 11.5981 13.4394
H110 15.4183 13.1074 11.8120

## Properties
Molar mass (Da): 935.3
Energy above the lowest of the compared OMol25 structures with the same formula, charge and spin (kcal/mol): 0.0
LUMO energy (eV): 0.072
E_tot (eV): -85861.827